# C5H12O2

A cluster of 2 separate species, C5H12O2 in total (ωB97M-V with the def2-TZVPD basis set, the Open Molecules 2025 dataset).

Each line ends with the Löwdin charge.
Atoms and positions in Å:
C (-1.317, -0.484, 1.491)  -0.09
O (-0.095, -0.332, 0.788)  -0.22
C (-0.186, 0.487, -0.392)  -0.45
C (-0.722, 1.880, -0.086)  -0.06
C (1.210, 0.570, -0.997)  -0.04
C (1.806, -2.618, -0.740)  -0.02
O (0.508, -2.600, -0.588)  -0.09
H (-1.631, 0.454, 1.963)  0.09
H (-1.146, -1.228, 2.272)  0.10
H (-2.119, -0.835, 0.825)  0.10
H (-0.869, -0.020, -1.093)  0.15
H (-0.098, 2.369, 0.670)  0.10
H (-1.759, 1.869, 0.262)  0.07
H (-0.690, 2.479, -1.002)  0.09
H (1.937, 0.829, -0.220)  0.10
H (1.234, 1.344, -1.769)  0.09
H (1.519, -0.365, -1.469)  0.05
H (2.208, -1.871, 0.008)  0.00
H (0.210, -1.928, 0.077)  0.05

Force components x, y, z for each atom (eV/Å):
C -0.2 0.0 0.1
O 0.1 0.0 -0.1
C 0.0 0.2 -0.2
C -0.1 0.0 0.0
C 0.0 0.0 0.0
C -0.3 0.1 0.3
O 0.2 -0.1 0.0
H 0.1 -0.2 -0.1
H 0.0 0.1 -0.1
H 0.1 0.0 0.1
H 0.1 0.1 0.1
H -0.1 -0.1 -0.1
H 0.2 0.0 0.0
H 0.0 -0.1 0.1
H -0.1 0.0 -0.1
H 0.0 -0.1 0.1
H -0.1 0.2 0.1
H 0.0 -0.2 -0.2
H 0.1 0.0 -0.1

Values from the calculation:
Kohn-Sham gap	9.1	eV
LUMO level	0.029	Ha
calculated total energy	-9471.12488	eV
molecular weight	104.1	g/mol
F_max	0.42	eV/A

# C5H12O2

The molecule C5H12O2 (ωB97M-V with the def2-TZVPD basis set, the Open Molecules 2025 dataset).

Each line ends with the Löwdin charge.
Atoms and positions in Å:
C (-0.461, 1.116, -2.198)  -0.10
C (-0.304, -0.001, -1.175)  -0.21
C (0.723, 0.297, -0.085)  -0.40
O (0.295, 1.482, 0.581)  -0.04
C (0.915, -0.850, 0.916)  -0.14
C (-0.252, -1.065, 1.884)  -0.26
O (-1.505, -1.282, 1.264)  -0.07
H (-1.267, 0.868, -2.897)  0.07
H (-0.719, 2.053, -1.696)  0.07
H (0.456, 1.273, -2.776)  0.07
H (-0.016, -0.941, -1.662)  0.12
H (-1.277, -0.186, -0.719)  0.09
H (1.691, 0.482, -0.583)  0.14
H (0.997, 1.750, 1.189)  0.10
H (1.804, -0.641, 1.532)  0.12
H (1.131, -1.775, 0.368)  0.12
H (-0.315, -0.209, 2.568)  0.11
H (-0.058, -1.958, 2.486)  0.12
H (-1.837, -0.414, 1.005)  0.08

Force components x, y, z for each atom (eV/Å):
C 0.0 0.1 -0.1
C 0.0 -0.1 0.0
C 0.0 -0.2 -0.2
O 0.1 0.1 0.2
C 0.0 0.0 0.0
C 0.3 0.0 0.2
O -0.2 0.2 0.0
H 0.1 0.1 0.1
H 0.0 -0.1 -0.1
H -0.1 0.0 0.1
H 0.0 0.1 0.0
H 0.1 0.0 -0.1
H -0.2 0.0 0.1
H -0.2 0.0 -0.1
H -0.1 0.0 -0.1
H -0.1 0.1 0.0
H 0.0 -0.1 -0.1
H 0.0 0.1 0.0
H -0.1 -0.2 0.1

Values from the calculation:
Kohn-Sham gap	10.7	eV
LUMO level	0.029	Ha
calculated total energy	-9474.26997	eV
molecular weight	104.1	g/mol
SMILES	CC[C@@H](O)CCO
F_max	0.38	eV/A

# C5H12O2

The molecule C5H12O2 (ωB97M-V with the def2-TZVPD basis set, the Open Molecules 2025 dataset).

Each line ends with the Löwdin charge.
Atoms and positions in Å:
C (2.660, 0.370, -0.605)  -0.09
O (1.286, 0.631, -0.421)  -0.22
C (0.482, -0.529, -0.311)  -0.21
C (-0.990, -0.136, -0.189)  -0.35
C (-1.802, -1.368, 0.215)  -0.07
C (-1.185, 0.996, 0.828)  -0.25
O (-0.786, 2.256, 0.345)  -0.06
H (2.946, -0.594, -0.161)  0.09
H (2.923, 0.363, -1.673)  0.09
H (3.214, 1.169, -0.106)  0.09
H (0.631, -1.196, -1.177)  0.13
H (0.783, -1.089, 0.594)  0.13
H (-1.340, 0.240, -1.160)  0.15
H (-2.878, -1.161, 0.189)  0.08
H (-1.547, -1.679, 1.236)  0.08
H (-1.607, -2.218, -0.449)  0.08
H (-2.250, 1.085, 1.077)  0.12
H (-0.656, 0.727, 1.762)  0.13
H (0.115, 2.133, 0.008)  0.07

Force components x, y, z for each atom (eV/Å):
C 0.2 0.0 0.0
O -0.1 0.0 -0.1
C -0.2 -0.2 0.1
C 0.0 0.0 0.0
C 0.0 0.0 0.0
C -0.2 -0.3 0.2
O 0.2 0.1 -0.1
H 0.0 0.2 0.0
H -0.1 -0.1 0.2
H 0.0 -0.1 -0.1
H 0.0 0.2 0.1
H 0.0 0.1 -0.1
H 0.1 -0.1 0.1
H 0.2 0.0 0.0
H 0.0 0.0 -0.2
H 0.0 0.1 0.1
H 0.2 0.0 -0.1
H -0.1 0.1 -0.1
H -0.1 0.1 0.1

Values from the calculation:
Kohn-Sham gap	10.8	eV
LUMO level	0.035	Ha
calculated total energy	-9473.96261	eV
molecular weight	104.1	g/mol
SMILES	COC[C@@H](C)CO
F_max	0.40	eV/A

# C5H12O2

The molecule C5H12O2 (ωB97M-V with the def2-TZVPD basis set, the Open Molecules 2025 dataset).

Each line ends with the Löwdin charge.
Atoms and positions in Å:
C (-1.327, -0.123, 2.358)  -0.11
C (-1.453, -0.159, 0.836)  -0.22
C (-0.095, 0.129, 0.207)  -0.43
O (0.817, -0.819, 0.731)  -0.04
C (-0.079, 0.137, -1.323)  -0.14
C (1.307, 0.485, -1.853)  -0.24
O (2.172, -0.635, -1.631)  -0.08
H (-2.264, -0.377, 2.861)  0.07
H (-0.554, -0.829, 2.674)  0.07
H (-1.019, 0.876, 2.692)  0.08
H (-2.192, 0.576, 0.488)  0.11
H (-1.791, -1.150, 0.505)  0.12
H (0.208, 1.145, 0.532)  0.14
H (1.424, -1.067, 0.017)  0.06
H (-0.800, 0.875, -1.699)  0.13
H (-0.376, -0.844, -1.717)  0.13
H (1.684, 1.369, -1.317)  0.12
H (1.282, 0.723, -2.924)  0.12
H (3.057, -0.310, -1.436)  0.10

Force components x, y, z for each atom (eV/Å):
C 0.0 0.0 0.1
C 0.0 0.0 -0.1
C -0.3 0.2 -0.1
O 0.2 -0.2 -0.1
C 0.0 0.0 0.0
C -0.2 0.3 -0.1
O 0.3 0.0 0.0
H 0.1 0.0 -0.1
H -0.2 0.1 0.0
H -0.1 -0.1 0.0
H 0.1 -0.1 0.0
H 0.1 0.1 0.0
H 0.0 -0.2 0.0
H 0.0 0.0 0.1
H 0.1 -0.1 0.1
H 0.0 0.1 0.1
H 0.0 -0.1 -0.1
H 0.0 -0.1 0.1
H 0.0 -0.1 -0.1

Values from the calculation:
Kohn-Sham gap	10.6	eV
LUMO level	0.029	Ha
calculated total energy	-9474.42821	eV
molecular weight	104.1	g/mol
SMILES	CC[C@@H](O)CCO
F_max	0.36	eV/A

# C5H12O2

A cluster of 2 separate species, C5H12O2 in total (ωB97M-V with the def2-TZVPD basis set, the Open Molecules 2025 dataset).

Each line ends with the Löwdin charge.
Atoms and positions in Å:
C (1.553, 1.480, 0.809)  -0.10
O (0.657, 0.455, 0.997)  -0.12
C (-0.084, 0.141, -0.026)  -0.22
C (1.700, 0.207, -1.607)  -0.08
C (-0.805, -1.162, 0.021)  -0.14
C (-2.238, -1.030, 0.551)  -0.27
O (-2.278, -0.648, 1.907)  -0.06
H (1.086, 2.413, 0.479)  0.08
H (1.888, 0.857, -0.480)  0.04
H (2.186, 1.582, 1.689)  0.07
H (-0.479, 0.959, -0.631)  0.14
H (2.774, 0.206, -1.837)  0.03
H (1.206, 0.852, -2.340)  0.03
H (1.359, -0.822, -1.748)  0.02
H (-0.243, -1.856, 0.656)  0.13
H (-0.833, -1.574, -0.997)  0.12
H (-2.802, -0.327, -0.085)  0.12
H (-2.743, -1.999, 0.494)  0.12
H (-1.731, 0.142, 2.013)  0.08

Force components x, y, z for each atom (eV/Å):
C 0.1 0.3 0.2
O -0.1 -0.2 -0.2
C -0.1 0.0 0.1
C 0.0 -0.1 -0.2
C 0.1 0.0 0.0
C -0.1 -0.1 -0.4
O 0.1 0.2 0.1
H 0.1 -0.1 0.0
H 0.0 0.0 -0.1
H -0.1 0.0 -0.1
H 0.1 -0.1 0.0
H -0.1 0.0 0.1
H 0.0 -0.1 0.1
H 0.0 0.1 0.0
H -0.1 0.1 -0.1
H 0.0 0.1 0.1
H 0.1 -0.1 0.1
H 0.1 0.1 0.0
H -0.1 -0.1 0.1

Values from the calculation:
Kohn-Sham gap (spin up / spin down)	8.2 / 8.2	eV
LUMO level (spin up / spin down)	0.018 / 0.018	Ha
calculated total energy	-9469.85909	eV
molecular weight	104.1	g/mol
F_max	0.39	eV/A

# C5H12O2

A cluster of 3 separate species, C5H12O2 in total at a distorted geometry (ωB97M-V with the def2-TZVPD basis set, the Open Molecules 2025 dataset).

Each line ends with the Löwdin charge.
Atoms and positions in Å:
C (-1.999, 0.478, 0.616)  0.00
C (-1.199, 1.425, 0.149)  -0.18
C (-0.157, 1.161, -0.939)  -0.19
C (0.716, -0.025, -0.650)  -0.22
C (1.722, -0.417, -1.435)  0.00
H (-2.623, 0.709, 1.466)  0.05
H (-2.024, -0.507, 0.177)  0.04
H (-1.189, 2.436, 0.538)  0.09
H (-0.725, 1.091, -1.869)  0.12
H (0.511, 2.022, -0.975)  0.11
H (0.766, -0.554, 0.287)  0.06
H (2.309, -1.276, -1.140)  0.05
H (1.911, -0.048, -2.432)  0.06
O (-1.051, -2.854, -0.399)  -0.07
H (-0.429, -2.442, -1.014)  0.02
H (-0.864, -2.393, 0.429)  0.02
O (1.183, 0.592, 2.208)  -0.04
H (1.957, 0.958, 2.644)  0.05
H (1.185, -0.357, 2.338)  0.04

Force components x, y, z for each atom (eV/Å):
C 0.1 0.7 0.2
C 0.7 -0.4 -0.4
C -0.8 0.2 1.1
C 1.4 -0.4 -1.0
C -0.7 -0.5 -0.3
H -0.3 -0.2 -0.1
H 0.0 -0.2 0.1
H -0.2 -0.1 0.3
H 0.5 -0.2 -0.3
H -0.1 0.1 -0.3
H -0.9 0.3 0.3
H 0.2 0.1 0.1
H 0.0 0.3 -0.1
O 0.2 0.2 0.1
H -0.1 -0.1 0.0
H -0.1 -0.2 -0.1
O -0.1 0.5 0.0
H 0.0 -0.3 0.1
H 0.2 -0.1 0.3

Values from the calculation:
Kohn-Sham gap	10.0	eV
LUMO level	0.021	Ha
calculated total energy	-9472.68370	eV
molecular weight	104.1	g/mol
SMILES	C=CCC=C.O.O
F_max	1.80	eV/A

# C5H12O2

The molecule C5H12O2 (ωB97M-V with the def2-TZVPD basis set, the Open Molecules 2025 dataset).

Each line ends with the Löwdin charge.
Atoms and positions in Å:
C (-2.426, 0.083, 0.872)  -0.10
C (-0.910, -0.064, 0.991)  -0.21
C (-0.207, 0.195, -0.345)  -0.36
O (-0.576, 1.459, -0.866)  -0.03
C (1.347, 0.014, -0.262)  -0.40
C (1.797, -1.295, -0.893)  -0.05
O (2.052, 1.029, -0.955)  -0.03
H (-2.679, 1.082, 0.505)  0.07
H (-2.831, -0.640, 0.155)  0.08
H (-2.930, -0.073, 1.831)  0.07
H (-0.524, 0.648, 1.739)  0.12
H (-0.647, -1.065, 1.362)  0.12
H (-0.598, -0.518, -1.082)  0.15
H (-0.295, 2.137, -0.238)  0.10
H (1.647, 0.021, 0.800)  0.14
H (1.399, -1.378, -1.911)  0.09
H (2.889, -1.308, -0.956)  0.08
H (1.464, -2.163, -0.314)  0.08
H (2.028, 1.839, -0.433)  0.09

Force components x, y, z for each atom (eV/Å):
C -0.1 0.0 0.0
C 0.1 0.0 0.0
C 0.0 -0.2 0.0
O 0.1 0.2 0.2
C -0.1 -0.3 0.1
C 0.0 0.0 0.0
O 0.1 0.2 0.1
H 0.0 -0.2 0.1
H 0.1 0.1 0.1
H 0.1 0.0 -0.1
H 0.0 -0.1 -0.1
H 0.0 0.1 -0.1
H 0.1 0.1 0.1
H -0.1 0.0 -0.1
H -0.1 0.0 -0.2
H 0.1 0.0 0.1
H -0.2 -0.1 0.1
H 0.0 0.1 -0.1
H 0.0 -0.1 -0.2

Values from the calculation:
Kohn-Sham gap	10.7	eV
LUMO level	0.025	Ha
calculated total energy	-9474.23371	eV
molecular weight	104.1	g/mol
SMILES	CC[C@@H](O)[C@@H](C)O
F_max	0.29	eV/A

# C5H12O2

The molecule C5H12O2 (ωB97M-V with the def2-TZVPD basis set, the Open Molecules 2025 dataset).

Each line ends with the Löwdin charge.
Atoms and positions in Å:
C (-1.315, 2.596, 1.356)  -0.08
C (-0.011, 1.900, 1.021)  -0.30
O (-0.301, 0.629, 0.491)  -0.15
C (0.844, -0.180, 0.372)  -0.21
C (0.458, -1.462, -0.333)  -0.22
O (0.486, -1.248, -1.722)  -0.18
C (-0.159, -2.268, -2.437)  -0.12
H (-1.853, 2.044, 2.134)  0.08
H (-1.954, 2.653, 0.470)  0.08
H (-1.124, 3.612, 1.716)  0.08
H (0.608, 1.801, 1.930)  0.12
H (0.574, 2.488, 0.294)  0.12
H (1.632, 0.323, -0.212)  0.13
H (1.256, -0.399, 1.372)  0.13
H (1.148, -2.275, -0.057)  0.13
H (-0.549, -1.746, 0.004)  0.13
H (-1.250, -2.242, -2.287)  0.09
H (0.201, -3.265, -2.138)  0.09
H (0.057, -2.113, -3.498)  0.09

Force components x, y, z for each atom (eV/Å):
C 0.0 0.0 0.0
C 0.0 0.3 0.1
O 0.0 0.0 0.0
C 0.2 -0.2 0.0
C 0.0 0.0 0.3
O 0.0 0.1 0.0
C -0.1 -0.2 -0.2
H 0.1 0.1 -0.1
H 0.1 0.0 0.1
H 0.0 -0.1 0.0
H -0.1 0.0 -0.1
H -0.1 -0.1 0.1
H -0.1 0.0 0.1
H -0.1 0.0 -0.1
H 0.0 0.1 -0.1
H 0.0 0.0 -0.1
H 0.2 0.0 0.0
H 0.0 0.1 -0.1
H -0.1 0.0 0.2

Values from the calculation:
Kohn-Sham gap	10.8	eV
LUMO level	0.042	Ha
calculated total energy	-9473.55619	eV
molecular weight	104.1	g/mol
SMILES	CCOCCOC
F_max	0.34	eV/A

# C5H12O2

A structure of composition C5H12O2 (ωB97M-V with the def2-TZVPD basis set, the Open Molecules 2025 dataset).

Each line ends with the Löwdin charge.
Atoms and positions in Å:
C (-2.022, 0.983, -1.705)  -0.09
C (-1.225, 0.880, -0.402)  -0.21
C (-0.019, 0.005, -0.672)  -0.41
O (1.012, 0.554, -1.329)  -0.12
C (0.616, -0.526, 1.097)  -0.35
C (1.839, -1.428, 1.055)  -0.05
O (0.675, 0.492, 2.057)  -0.01
H (-1.377, 1.329, -2.518)  0.08
H (-2.436, 0.007, -1.988)  0.08
H (-2.857, 1.682, -1.602)  0.07
H (-0.859, 1.863, -0.089)  0.12
H (-1.849, 0.471, 0.400)  0.12
H (-0.290, -1.038, -0.936)  0.15
H (1.045, 0.158, -0.042)  0.12
H (-0.298, -1.098, 1.265)  0.14
H (2.744, -0.863, 0.796)  0.09
H (1.991, -1.913, 2.025)  0.09
H (1.711, -2.202, 0.292)  0.09
H (1.598, 0.644, 2.297)  0.10

Force components x, y, z for each atom (eV/Å):
C 0.0 0.0 -0.1
C 0.0 0.0 0.0
C -0.4 -0.1 -0.1
O 0.0 0.1 -0.1
C 0.0 -0.2 0.1
C 0.0 0.0 0.0
O 0.2 0.0 0.1
H -0.1 0.0 0.1
H 0.1 0.2 0.0
H 0.1 -0.1 0.0
H -0.1 -0.1 0.0
H 0.1 0.0 -0.1
H 0.1 0.2 0.0
H 0.2 -0.1 0.1
H 0.1 0.1 -0.1
H -0.1 -0.1 0.0
H 0.0 0.1 -0.1
H 0.0 0.1 0.1
H -0.1 0.1 -0.1

Values from the calculation:
Kohn-Sham gap	9.3	eV
LUMO level	0.025	Ha
calculated total energy	-9470.56857	eV
molecular weight	104.1	g/mol
F_max	0.46	eV/A

# C5H12O2

A cluster of 3 separate species, C5H12O2 in total at a distorted geometry (ωB97M-V with the def2-TZVPD basis set, the Open Molecules 2025 dataset).

Each line ends with the Löwdin charge.
Atoms and positions in Å:
C (-1.387, 0.297, -2.127)  -0.11
C (-1.031, -0.759, -1.087)  -0.16
C (-0.547, -0.290, 0.222)  -0.58
O (-0.758, -1.242, 1.225)  -0.01
C (0.845, 0.246, 0.157)  -0.12
C (1.357, 0.821, 1.496)  -0.24
O (1.493, -0.253, 2.428)  -0.09
H (-1.049, -0.058, -3.100)  0.07
H (-2.464, 0.514, -2.223)  0.08
H (-0.885, 1.253, -1.929)  0.07
H (0.445, -1.403, -1.422)  0.15
H (-1.768, -1.568, -0.997)  0.11
H (-1.057, 0.677, 0.413)  0.16
H (0.029, -1.235, 1.796)  0.07
H (0.972, 0.979, -0.644)  0.09
H (1.286, -0.997, -0.811)  0.17
H (0.697, 1.597, 1.953)  0.13
H (2.319, 1.319, 1.326)  0.11
H (1.502, 0.102, 3.325)  0.10

Force components x, y, z for each atom (eV/Å):
C 0.3 -0.1 -0.1
C 1.4 -0.7 -0.6
C 0.0 0.7 -0.3
O 0.1 0.0 0.1
C 0.7 -1.0 -0.6
C 0.3 -0.1 -0.5
O 0.2 0.0 0.3
H -0.1 0.2 -0.1
H 0.3 -0.3 0.3
H 0.0 -0.2 0.0
H -2.4 0.9 0.3
H 0.5 0.1 -0.1
H -0.6 -0.2 0.2
H -0.2 0.0 0.0
H -0.1 0.0 0.1
H -0.3 1.8 1.8
H 0.0 -0.5 -0.7
H 0.0 -0.2 0.1
H 0.0 -0.1 -0.2

Values from the calculation:
Kohn-Sham gap	9.1	eV
LUMO level	0.017	Ha
calculated total energy	-9469.94216	eV
molecular weight	104.1	g/mol
F_max	2.57	eV/A